The following is a DFT calculation (ωB97M-V with the def2-TZVPD basis set) of C34H39N5O3P2PbS as an isolated structure in a non-equilibrium geometry.

## Properties
net charge: +2
multiplicity: 1
frontier orbital gap (spin up / spin down): 0.111 / 0.117 Ha
HOMO energy (spin up / spin down): -0.4503 / -0.4503 hartree

Element x y z (Å)
Pb1 -0.322119 -2.433970 -0.958049
C1 -1.053881 2.791597 -0.721408
C2 -1.527829 2.329580 -1.883764
C3 -0.783051 2.048241 -3.158175
C4 0.288240 0.937613 -3.150314
C5 1.645487 1.262471 -2.571816
C6 1.919444 2.264181 -1.727762
C7 1.216568 3.584151 -1.624367
C8 0.139688 3.649145 -0.515573
C9 1.780126 -2.332328 -0.287171
H1 -1.651812 2.631944 0.173278
H2 -2.578699 2.002498 -1.929116
H3 -0.371319 2.950675 -3.627494
H4 -1.593838 1.714793 -3.815397
H5 -0.140565 0.038043 -2.653737
H6 0.450171 0.634542 -4.200232
H7 2.398478 0.475180 -2.747170
H8 2.769312 2.154837 -1.044632
H9 0.758117 3.882124 -2.576325
H10 1.972198 4.342268 -1.346921
H11 0.570966 3.337589 0.440257
H12 -0.162755 4.703247 -0.403069
H13 1.910225 -1.987549 0.745066
H14 2.344963 -1.681232 -0.963820
H15 2.021583 -3.403861 -0.467854
P1 1.445145 -1.216363 -7.456870
P2 -2.125935 -0.962565 -7.324822
N1 2.814379 -0.132463 -7.718836
N2 2.095824 -2.466224 -8.587771
N3 -2.206170 0.810340 -7.372940
N4 -3.752180 -1.154067 -7.999396
C10 0.330640 -0.415363 -8.712139
C11 -1.050262 -1.092898 -8.848427
C12 3.615218 0.305175 -6.654995
C13 4.621143 1.114024 -7.163507
C14 4.452349 1.172700 -8.582138
C15 3.327289 0.422872 -8.894406
C16 2.284530 -3.795756 -8.200033
C17 2.806629 -4.512330 -9.270639
C18 2.939677 -3.599681 -10.368913
C19 2.473559 -2.364904 -9.928517
C20 -1.802062 1.488111 -6.219321
C21 -1.812408 2.853764 -6.469075
C22 -2.182685 3.028103 -7.837592
C23 -2.355128 1.761829 -8.384880
C24 -4.510350 -0.423022 -8.924346
C25 -5.638045 -1.160452 -9.270798
C26 -5.588764 -2.384678 -8.524391
C27 -4.437932 -2.360913 -7.759465
H16 0.811453 -0.397177 -9.700465
H17 0.223230 0.627708 -8.377342
H18 -1.594543 -0.670297 -9.706508
H19 -0.938574 -2.176564 -9.013680
H20 3.378677 -0.011595 -5.649236
H21 5.394760 1.609749 -6.588717
H22 5.077127 1.692822 -9.298643
H23 2.862470 0.269981 -9.854023
H24 2.013478 -4.100212 -7.197071
H25 3.057944 -5.561312 -9.282165
H26 3.320876 -3.805857 -11.355187
H27 2.360930 -1.451361 -10.486984
H28 -1.526191 0.873880 -5.371911
H29 -1.581000 3.633787 -5.750089
H30 -2.307995 3.964030 -8.365495
H31 -2.565580 1.471850 -9.401984
H32 -4.230634 0.562041 -9.244757
H33 -6.399633 -0.854168 -9.973208
H34 -6.322652 -3.179778 -8.554147
H35 -4.027251 -3.066925 -7.050524
O1 0.148465 1.897688 2.056733
S1 0.550575 0.516876 2.250799
O2 1.959761 0.224634 2.370333
N5 -0.187816 -0.566711 1.166276
C28 -0.965545 -1.463397 1.793882
O3 -1.359824 -2.532979 1.184905
C29 -1.223306 -1.125875 3.208753
C30 -2.136625 -1.656883 4.129109
C31 -2.165155 -1.164813 5.439133
C32 -1.318883 -0.109704 5.824362
C33 -0.450608 0.462756 4.882829
C34 -0.389892 -0.096740 3.608152
H36 -2.826405 -2.440607 3.808928
H37 -2.852542 -1.587473 6.172148
H38 -1.353146 0.271745 6.842578
H39 0.159092 1.322961 5.121891

Force components x, y, z for each atom (eV/Å):
Pb -0.6 0.7 1.0
C 1.2 2.1 2.9
C -0.5 -1.8 -2.9
C -1.2 -0.3 -0.2
C 0.5 0.1 -0.6
C -0.3 -0.4 0.9
C 0.5 -0.4 -0.2
C -0.6 0.5 0.4
C 0.4 -0.6 -0.8
C 0.0 -0.8 -0.1
H 0.1 -0.2 0.1
H 0.3 0.4 0.2
H -0.1 0.0 0.3
H 0.4 0.2 0.1
H 0.4 0.5 -0.1
H -0.4 0.1 0.2
H -0.5 0.2 0.5
H 0.1 0.2 -0.7
H 0.6 0.1 0.3
H -0.4 -0.3 -0.3
H -0.2 0.1 0.3
H -0.3 -0.2 0.2
H 0.0 -0.4 -0.4
H 0.0 -0.2 0.0
H 0.6 0.7 0.4
P 1.5 1.4 -2.0
P -1.8 2.0 -1.8
N -0.4 0.0 0.9
N -0.3 -1.4 0.2
N 1.3 0.3 0.8
N 0.2 -1.0 0.3
C -0.5 -0.2 0.3
C -0.1 -0.4 0.1
C 0.4 0.4 -0.9
C -0.6 -0.5 0.1
C -0.9 -0.6 0.2
C 0.7 0.3 0.4
C -0.5 2.3 -0.1
C 0.7 0.7 -2.7
C 0.1 -2.2 1.6
C -0.5 0.1 1.5
C -0.4 0.4 -0.9
C 0.0 -0.8 0.2
C 0.1 -1.1 -0.1
C 0.1 0.4 0.8
C -0.6 -0.9 -0.2
C 1.3 0.2 0.8
C 0.7 0.2 0.2
C -0.4 0.5 -0.7
H -0.1 0.1 0.4
H 0.0 -0.2 -0.1
H 0.2 -0.2 0.3
H 0.0 0.2 -0.2
H 0.1 0.1 -0.1
H -0.2 -0.2 -0.1
H -0.2 0.0 0.2
H 0.0 0.2 0.2
H 0.1 -0.1 -0.1
H 0.0 0.0 0.1
H 0.0 -0.1 0.0
H 0.0 -0.2 0.0
H -0.2 0.3 -0.2
H -0.1 -0.2 -0.2
H 0.1 -0.2 0.1
H 0.0 0.1 0.1
H -0.1 -0.1 0.1
H 0.1 0.0 0.2
H 0.2 0.1 0.1
H -0.1 0.0 -0.1
O 0.2 -0.4 -0.7
S -0.6 -1.2 0.3
O -0.9 0.3 -0.4
N 0.0 0.4 -0.1
C 0.6 -0.3 -1.1
O 0.5 1.5 0.3
C -0.3 -0.3 1.0
C 0.0 -0.2 -0.2
C 0.3 0.3 -0.2
C 0.0 -0.2 -0.6
C -0.1 -0.4 -0.1
C -0.3 0.6 1.1
H 0.3 0.2 0.2
H 0.2 0.1 -0.3
H 0.0 0.0 -0.3
H 0.1 -0.1 0.1